1.
The following is a DFT calculation (the ωB97M-V functional and the def2-TZVPD basis) of 10 unconnected molecules or ions with the total composition C4H29N2O9 in a non-equilibrium geometry.

```
44
C4H29N2O9 the ωB97M-V functional and the def2-TZVPD basis
H 0.15084 1.83144 -4.24776
H 2.14088 -3.53090 -2.21408
H 3.44577 0.89167 0.08277
H 1.55764 -4.33987 -0.89350
O -0.49756 1.32204 -3.69213
C -0.32313 -2.44883 2.61322
C -0.71982 -1.03868 3.32839
H -3.84680 1.43153 1.41478
H -3.22681 1.50505 0.18371
O 1.61436 -0.96950 -1.04754
H 0.80847 -2.52817 2.80893
H -0.73643 -1.31484 4.36493
H -1.82233 -1.41590 -2.86077
H 2.61107 2.79349 1.10016
O 3.32656 1.83168 -0.19981
H 2.33434 -0.81161 -1.58256
O 1.26893 3.27176 -1.64745
H 1.38315 -1.89994 -1.06981
H 0.35170 1.16038 0.87182
H -0.00460 1.16973 -2.87221
O 1.89088 2.84822 1.76476
H -1.25947 -4.50227 1.45775
H -1.28748 0.64520 1.37554
O -3.03873 1.48687 1.11800
N -0.47768 -2.59969 1.22108
H 2.04601 3.90065 -1.78265
H 2.72287 1.63338 -0.90368
H -0.76991 -3.96720 -0.19162
H -1.82408 -0.93828 2.80126
H -2.90670 2.56259 -2.13979
H -0.78282 -3.11728 3.31597
H -2.24520 -0.17084 -3.64876
H 0.59495 0.78891 3.14197
H 0.70946 3.79137 -1.08286
C 0.23448 -0.06589 2.64468
O -2.79652 1.81487 -1.60510
O 2.06026 -3.64428 -1.23120
H -0.09658 -0.31442 0.48766
H 2.07464 3.56748 2.28207
H 1.13257 -0.51825 2.42110
C -0.80134 -3.80089 0.90216
O -2.09644 -0.43137 -2.76713
N -0.25356 0.36594 1.20687
H -2.33153 1.21659 -2.08594
```

Computed properties:
HOMO (alpha / beta)   -2.561 / -7.650 eV
Spin multiplicity   2
Relative energy (zero: lowest compared OMol25 entry of this formula, charge and spin)   94.9 kcal per mole
Orbital gap (alpha / beta)   2.43 / 7.47 eV
<S²>   0.752

2.
The following is a DFT calculation (the ωB97M-V functional and the def2-TZVPD basis) of 11 unconnected molecules or ions with the total composition C4H29NO10 in a non-equilibrium geometry.

```
44
C4H29NO10 the ωB97M-V functional and the def2-TZVPD basis
C 0.51435 -0.94531 -0.52202
O -1.37415 -1.66023 -3.04124
H -1.92429 0.60419 0.05781
H -1.29712 3.11399 0.13186
H -0.77867 3.82535 1.53465
H -1.92379 -2.03958 -1.03216
H -1.39867 1.15164 -1.92361
O -1.12422 -3.03117 1.67423
C 4.12308 0.44510 -0.69679
O -2.65729 0.90141 -0.51514
O -1.55652 0.86048 -2.83719
H 2.05445 1.30253 -0.41938
H -0.95029 -1.29692 2.85330
H -2.25027 -3.33342 -1.76041
H 2.60437 -1.67966 -0.79053
H -2.85483 0.10910 -1.02560
H -1.85201 -1.94157 -3.82417
H -1.74041 0.11185 2.64844
H 4.61391 -0.34893 -1.24727
O -1.42141 3.73339 0.83821
C 2.57762 0.41626 -0.74931
O -1.46977 -0.58760 3.24503
O 0.89698 3.13950 -0.41632
H 0.30325 0.94244 0.17079
H 2.86764 2.65578 2.27924
H 4.24116 0.54339 0.37930
H 1.31041 3.79226 0.17156
H 1.38819 -2.51109 2.97068
H -1.73598 1.62867 -3.39499
H 0.37791 3.69154 -1.01245
H 0.58017 -2.38791 1.60028
C 1.99882 -0.78268 -0.80038
O -2.16141 -2.95501 -0.88600
N -0.10128 0.02971 0.36462
H 0.15613 -0.09906 1.34191
H -1.90285 -2.56880 1.98061
O 1.38082 -2.13614 2.08818
H 4.38023 1.32262 -1.30327
H -1.30284 -0.70780 -2.90825
H 2.18115 1.41289 1.57350
H 0.26517 -1.98671 -0.30205
H -1.20477 -3.29130 0.73654
H -0.01645 -0.94801 -1.48642
O 2.04092 2.22796 2.06362
```

Computed properties:
HOMO   -9.277 eV
Spin multiplicity   1
Relative energy (zero: lowest compared OMol25 entry of this formula, charge and spin)   80.0 kcal per mole
Orbital gap   9.35 eV
SMILES   C/C=C/CN.O.O.O.O.O.O.O.O.O.O

3.
The following is a DFT calculation (the ωB97M-V functional and the def2-TZVPD basis) of 11 unconnected molecules or ions with the total composition C4H29NO12 in a non-equilibrium geometry.

```
46
C4H29NO12 the ωB97M-V functional and the def2-TZVPD basis
H 1.67601 -2.08662 -1.52721
H 0.64879 0.85391 1.10505
H 1.49105 1.10602 -1.89812
H 3.47499 -2.43774 0.59828
H -1.95855 -0.18878 1.60359
H -3.53185 0.43640 -0.82460
O -0.00300 0.31823 1.59369
C -1.93033 2.41896 -0.45085
O -1.34785 -1.81624 -1.07400
H -0.69660 -0.53917 -3.92178
O 2.47960 0.17872 4.43901
H -1.62350 1.49158 1.98114
H -2.15848 2.56838 -1.50834
H -3.14723 -1.49101 -1.91492
H 1.62783 2.73392 -0.24248
O -1.13332 0.03243 -3.29552
H 2.99200 -0.01761 1.50088
N -2.59084 0.09374 -0.75997
C -1.56251 0.95514 -0.21033
H 0.15958 -2.07738 -2.09492
H -1.04324 3.04577 -0.32181
H -2.70415 2.80310 0.21205
H 0.67903 -1.91903 3.44541
O -3.14375 1.74759 -4.17096
H 1.80116 0.55172 4.97852
O 0.90743 -2.08431 4.37371
C -2.32182 -1.11239 -1.28758
H -0.32391 -2.65214 0.71381
O 2.85970 -1.74780 0.79959
O 2.92742 0.85551 1.91864
H -0.62104 0.73256 -0.71113
H -3.66902 1.07663 -4.61555
H -0.48134 0.72977 -3.12927
H 2.23388 -0.76619 4.34559
H 1.38026 -2.92283 4.33115
O 0.32212 -2.26045 1.29662
H 2.34289 1.51428 0.30546
H 1.17141 -0.13336 -2.81438
O 1.10897 -2.00942 -2.28465
H 2.72049 0.78220 2.87820
H 1.91379 -2.01376 0.75128
C -1.35143 0.66710 1.31123
H -2.49689 1.25144 -3.69585
O 1.20891 0.83261 -2.78595
O 1.54438 1.77653 -0.21331
H 0.16897 -1.27801 1.27060
```

Computed properties:
HOMO   -10.125 eV
Spin multiplicity   1
Relative energy (zero: lowest compared OMol25 entry of this formula, charge and spin)   23.2 kcal per mole
Orbital gap   10.51 eV
SMILES   C[C@@H](CO)NC=O.O.O.O.O.O.O.O.O.O.O

4.
The following is a DFT calculation (the ωB97M-V functional and the def2-TZVPD basis) of 13 unconnected molecules or ions with the total composition C4H29NO12 in a non-equilibrium geometry.

```
46
C4H29NO12 the ωB97M-V functional and the def2-TZVPD basis
H -4.22955 -0.60181 -2.12086
H 2.33446 4.00329 0.22679
H -1.94318 -0.27072 -0.77635
O 1.75121 3.35973 0.77065
H 1.52695 2.67677 0.07352
H -2.77767 2.04513 -2.03204
H 4.20681 -1.95142 2.18185
H -0.00712 0.98763 5.08661
H -0.18109 -2.36343 -1.45105
O 1.60182 -0.63377 -3.79580
O -1.20083 0.60971 -4.48433
O 0.92364 1.12788 4.82335
O 3.83336 -1.81495 1.28391
C 1.71490 -1.95182 3.12362
O -0.24399 3.91453 -0.81665
C -0.38124 -1.69202 2.09792
H -0.44566 -0.05634 -4.69947
O -2.49639 1.03097 0.65139
H 3.00595 -1.63111 1.48236
H -3.02870 1.49577 0.19463
H -0.58288 -3.61831 1.24394
H 0.49718 3.69694 -0.39694
O 1.84918 -0.08332 -0.90307
C 1.35700 -3.10839 2.46190
H -1.54591 1.02938 0.92304
H 1.38643 -1.49533 -4.17648
H 0.91995 -3.51600 -1.27271
O -4.11897 0.31697 -1.80287
O 0.70206 -2.70658 -1.78359
H -1.18486 -0.97126 1.78281
C 0.05625 -2.96173 1.85365
H -0.80202 4.40361 -0.12722
H 2.30138 -1.55684 3.82055
H 1.09761 -0.63367 -0.82093
O -1.32398 -0.69397 -1.28698
H 0.96854 2.08589 4.63941
H -1.41882 -0.25825 -2.08109
N 0.61081 -1.09384 2.89660
H -0.69590 1.36864 -4.47743
H 1.50595 -0.69302 -2.84519
H 0.66314 -0.03861 3.07420
H -4.84426 0.70890 -1.56474
O -3.38745 2.71201 -1.52735
H 2.74990 -0.44793 -0.55571
H 1.97031 -4.09058 2.39515
H -2.69433 3.36126 -1.28904
```

Computed properties:
HOMO   -8.747 eV
Spin multiplicity   1
Relative energy (zero: lowest compared OMol25 entry of this formula, charge and spin)   144.8 kcal per mole
Orbital gap   8.74 eV

5.
The following is a DFT calculation (the ωB97M-V functional and the def2-TZVPD basis) of a molecular structure, C4H2AgO in a non-equilibrium geometry.

```
8
C4H2AgO the ωB97M-V functional and the def2-TZVPD basis
C -1.11419 0.85205 -0.21112
Ag 0.52191 0.90380 2.07815
C -0.30363 -0.73921 0.48982
O -0.71095 1.65860 0.69556
H -0.29138 -1.30339 -1.56437
C 0.91135 -0.81235 0.91843
C 0.13800 -0.55123 -0.88500
H 0.84889 -0.00826 -1.52146
```

Computed properties:
HOMO (alpha / beta)   -8.085 / -8.699 eV
Spin multiplicity   2
Orbital gap (alpha / beta)   7.01 / 7.52 eV
<S²>   0.764

6.
The following is a DFT calculation (the ωB97M-V functional and the def2-TZVPD basis) of a gas-phase ion, C4H2BClIO5 (charge -1).

```
14
C4H2BClIO5 the ωB97M-V functional and the def2-TZVPD basis
C -1.61920 -0.78370 -1.27506
O -2.44873 -0.57055 -2.10527
O -1.35414 -1.99015 1.78607
C -0.48572 0.08732 -0.80196
O 0.76838 1.50720 1.94393
C -0.17373 -0.33558 0.44434
C -1.05081 -1.48383 0.74767
H 2.48459 -0.84474 0.88709
B 0.95269 0.28541 1.36173
O -1.65095 -1.90198 -0.45419
I 0.44404 1.57789 -1.99688
O 2.12046 -0.37501 1.64606
H -0.05781 1.90083 1.63522
Cl 2.07093 2.92690 -3.81876
```

Computed properties:
HOMO   -5.059 eV
Spin multiplicity   1
Orbital gap   7.15 eV
Total charge   -1

Energy, record by record: -26020.410 -26582.230 -30680.500 -30675.230 -10216.348 -35722.771 eV